No. 1
# C47H40N2O4PS3SbSc

A structure of composition C47H40N2O4PS3SbSc (ωB97M-V/def2-TZVPD, the OMol25 dataset).

Computed properties:
- multiplicity = 2
- total energy (Eh) = -4762.49166
- max |F| (Eh/bohr) = 0.01846
- HOMO-LUMO gap (spin up / spin down) (eV) = 6.613 / 7.343
- relative energy (zero: lowest compared OMol25 entry of this formula, charge and spin) (eV) = 0.612
- expectation value of S² = 0.76

Geometry as XYZ:
```
99
C47H40N2O4PS3SbSc ωB97M-V/def2-TZVPD
C 2.71 -4.55 1.19
C -2.17 3.02 -3.93
C 1.27 2.25 -1.98
N -2.35 -2.82 -0.78
H -4.34 -4.00 4.63
C 1.12 -0.45 3.26
H 3.72 4.56 -2.40
C 0.81 -3.44 2.19
H 2.05 2.77 3.73
H -0.47 -4.71 3.37
H -3.74 4.16 -4.81
H 3.61 -4.50 0.58
C -0.65 3.71 -6.14
Sc -1.99 0.20 -0.97
H 1.80 3.61 -3.57
H 2.69 0.51 -3.13
C -0.12 2.90 -5.15
C 0.10 4.67 0.12
H -1.87 -1.78 7.33
H 2.97 2.00 0.95
C -0.26 4.38 2.84
C 1.96 -3.40 1.40
O -3.87 1.20 -1.26
S -1.85 0.37 1.49
S -3.85 1.30 -2.76
C 1.61 1.83 -0.70
C 0.73 5.23 2.37
H 2.89 -6.66 1.57
C -0.07 -0.45 -4.85
H -1.79 3.56 -1.20
C 2.72 2.35 -0.05
H -0.90 -6.31 -0.37
H 1.67 6.04 0.61
H -0.41 4.27 3.91
C -1.29 -1.74 5.26
C 2.65 -0.97 -4.67
H 2.33 -2.41 -6.23
C 2.05 3.25 -2.58
C -0.88 3.81 0.59
H 0.25 4.78 -0.95
C 3.08 1.07 4.54
C -1.02 -2.97 -0.98
H 2.16 -2.16 4.08
C 2.07 -0.01 -3.84
H -2.60 2.90 0.04
C -0.86 2.55 -4.01
C -2.68 -2.98 3.75
C 0.90 5.38 1.00
C 3.48 3.33 -0.66
H -0.43 -1.10 5.45
H -2.92 -3.31 2.75
O -2.90 -1.62 -0.94
S -0.07 -1.61 -1.36
H -2.39 4.80 -6.80
H -1.83 3.01 2.34
N -1.67 3.07 -0.32
C 1.16 -5.81 2.52
H 0.55 -4.42 -0.99
C -2.69 -5.10 -0.28
C 0.42 -4.65 2.75
C -1.07 3.68 1.96
H -0.10 -1.94 -6.38
H 3.85 1.66 5.03
H -1.13 -0.26 -4.91
C 3.14 3.79 -1.92
P -0.12 1.40 -2.78
H 3.88 -0.81 5.20
C -1.57 -2.16 3.97
C 2.13 -1.08 4.00
H 0.85 -6.74 2.96
H -0.06 3.96 -7.01
H 4.34 3.75 -0.15
C -1.96 4.17 -6.03
O -2.84 0.29 -3.18
C -0.51 -4.28 -0.84
H -4.20 -3.53 -0.31
C -2.72 3.82 -4.93
C 0.71 0.25 -3.93
H -3.82 -3.24 6.93
O -2.96 2.75 -2.84
H 0.87 2.50 -5.28
H 1.01 1.09 -0.18
C 3.11 -0.32 4.63
H 2.27 -2.47 0.94
C 2.31 -5.76 1.74
C -1.32 -5.32 -0.49
C 2.08 1.69 3.81
H 1.36 5.79 3.06
H 3.71 -1.17 -4.60
H 0.32 1.43 2.61
Sb -0.39 -1.60 2.29
C 0.51 -1.40 -5.67
H -3.36 -5.89 0.00
C 1.11 0.93 3.17
C -3.17 -3.83 -0.44
C -3.48 -3.37 4.81
C 1.88 -1.66 -5.59
C -3.19 -2.94 6.10
C -2.10 -2.12 6.32
```

In the Löwdin picture, each atom carries the following charge in e: -0.0944 -0.3370 -0.3785 -0.1801 0.1005 -0.3611 0.1048 -0.3613 0.0923 0.0908 0.1226 0.1026 -0.0705 0.4655 0.0938 0.1027 -0.0898 -0.0483 0.1017 0.1002 -0.0993 -0.1611 -0.5101 0.0998 0.8665 -0.0978 -0.1087 0.0984 -0.0955 0.0722 -0.0587 0.1132 0.1026 0.1071 -0.1080 -0.0771 0.1012 -0.0901 -0.3079 0.1068 -0.0890 -0.6558 0.0963 -0.0888 0.0697 -0.2550 -0.1438 -0.0918 -0.0768 0.0935 0.0893 -0.2652 0.6859 0.1078 0.0690 0.0672 -0.0956 0.1077 -0.0498 -0.1220 -0.0715 0.1048 0.1003 0.1013 -0.0771 1.0646 0.1014 -0.3786 -0.1273 0.1001 0.1064 0.1064 -0.0660 -0.5080 -0.0803 0.1430 -0.0044 -0.4088 0.0999 -0.3162 0.1075 0.0768 -0.0865 0.0950 -0.0973 -0.0553 -0.0883 0.0972 0.1035 0.0256 1.3440 -0.0721 0.1083 -0.1445 -0.0127 -0.0903 -0.0847 -0.0932 -0.0858

No. 2
# C47H43Br3F7NOP

A structure of composition C47H43Br3F7NOP in a non-equilibrium geometry (ωB97M-V/def2-TZVPD, the OMol25 dataset).

Computed properties:
- total energy (Eh) = -10708.83155
- max |F| (Eh/bohr) = 0.08804
- HOMO-LUMO gap (eV) = 6.866
- net charge = +1
- relative energy (zero: lowest compared OMol25 entry of this formula, charge and spin) (eV) = 0.000

Geometry as XYZ:
```
103
C47H43Br3F7NOP ωB97M-V/def2-TZVPD
F 12.47 4.15 -3.18
H -11.45 -1.63 -2.53
C -6.32 1.06 -0.62
C -4.95 1.45 0.09
Br -3.72 3.88 -1.06
H 9.11 1.35 -4.25
C 6.75 7.49 -3.05
H -7.35 -9.44 2.51
C 4.29 1.04 0.07
H -5.65 -2.96 0.80
C -5.73 -8.32 3.38
C 5.66 2.64 -1.74
C -12.03 -1.04 0.74
C 6.57 -1.10 2.76
C -11.96 -1.28 -1.64
C -8.50 -4.55 1.75
H 7.36 9.36 -3.91
F -6.80 -0.80 1.65
C -6.64 -3.11 1.20
H 5.93 -0.33 -0.14
H 8.72 -2.69 4.83
H -6.49 1.56 -1.62
C 7.68 8.40 -3.53
C -13.26 -0.40 0.66
H 13.96 2.36 -4.30
H -10.21 -3.58 2.61
C -7.97 -8.31 4.21
C 5.51 0.62 -0.44
H 5.69 7.74 -3.06
Br -0.33 2.93 1.82
C -6.29 -7.01 5.33
C 12.01 3.01 -3.72
H 9.38 0.72 2.31
F 8.91 4.75 -2.09
C 7.02 -2.02 3.68
C 4.43 3.06 -1.24
C 6.19 1.42 -1.35
C 12.90 2.12 -4.29
C 8.51 5.95 -2.56
C 8.35 -1.96 4.11
H 13.12 0.23 -5.29
C 11.07 0.66 -4.83
H 3.75 0.43 0.79
C 10.18 1.56 -4.26
Br -5.35 3.05 1.24
C -7.21 -4.38 1.24
H 9.97 3.45 -3.23
F -9.24 -8.73 4.12
H 9.77 8.78 -3.90
C 10.65 2.74 -3.69
C 7.16 6.25 -2.57
H -7.22 1.32 0.03
H 7.15 1.10 -1.75
C -7.36 -2.03 1.68
H -8.94 -5.54 1.77
C -7.04 -8.76 3.29
H 7.02 0.59 1.53
C 3.76 2.25 -0.33
C 8.72 -0.05 2.69
C -7.61 -7.44 5.23
C -5.35 -7.45 4.40
C 9.04 8.07 -3.52
C 9.45 6.84 -3.03
H 0.99 2.48 -1.04
C -2.00 0.15 -0.60
C 9.19 -0.97 3.62
H -6.00 -6.34 6.12
C 7.40 -0.11 2.26
F 2.57 2.65 0.17
H -9.17 -1.32 2.56
H -10.41 -1.97 -0.30
H 6.35 -2.78 4.06
H 3.99 4.00 -1.54
H -2.68 1.41 0.82
P -1.11 2.73 -0.32
H -14.80 0.30 -0.67
F 5.29 -1.15 2.34
H -4.32 -7.12 4.47
H 10.70 -0.26 -5.26
H 6.19 3.27 -2.45
C -9.21 -3.45 2.22
H -13.64 -0.49 -2.71
O 0.13 2.02 -1.20
C -13.19 -0.64 -1.74
C -11.37 -1.48 -0.39
N -2.45 1.49 -0.20
H -4.99 -8.66 2.66
H -1.31 -2.06 -0.75
H -13.76 -0.07 1.56
H 6.45 5.53 -2.20
H -3.85 1.40 -1.95
H -4.64 0.55 0.73
C -1.68 -1.00 -0.90
C -3.76 1.88 -0.92
C 12.43 0.94 -4.84
H 10.51 6.58 -3.01
H 10.22 -0.93 3.95
H -6.66 -5.24 0.87
F -11.47 -1.23 1.95
H -8.36 -7.10 5.94
C -13.84 -0.20 -0.59
H -6.34 -0.08 -0.71
C -8.63 -2.19 2.19
```

Results of the Löwdin charge analysis, in e, for atoms 1 through 99: 0.0591 0.1048 -0.1514 -0.6769 0.6396 0.0982 -0.0823 0.1169 -0.0071 0.1070 -0.0885 -0.0704 -0.2817 -0.2841 -0.0828 -0.0799 0.1034 0.0304 -0.0290 0.1033 0.1076 0.0948 -0.0921 -0.0151 0.1177 0.1117 -0.2929 -0.0902 0.1041 0.3214 -0.0837 -0.2819 0.1089 0.0387 -0.0179 -0.0162 -0.0689 -0.0161 -0.2795 -0.0772 0.1058 -0.0995 0.1163 -0.0844 0.6346 -0.0776 0.0884 0.0640 0.1092 -0.0128 -0.0216 0.0812 0.1080 -0.2840 0.1061 -0.0211 0.0912 -0.2765 -0.0723 -0.0175 -0.1028 -0.0719 -0.0073 0.0504 -0.1410 -0.0904 0.1051 -0.0230 -0.0068 0.1120 0.1062 0.1166 0.1160 0.1206 0.6015 0.1079 0.0472 0.0987 0.1002 0.0948 -0.0725 0.1031 -0.3317 -0.0944 -0.0201 -0.3094 0.1034 0.0997 0.1186 0.0918 0.1384 0.1102 0.1823 -0.5911 -0.0820 0.1180 0.1044 0.1065 0.0478

No. 3
# C47H44Br3IN10OSr

A structure of composition C47H44Br3IN10OSr in a non-equilibrium geometry (ωB97M-V/def2-TZVPD, the OMol25 dataset).

Computed properties:
- total energy (Eh) = -10490.75456
- max |F| (Eh/bohr) = 0.02749
- HOMO-LUMO gap (eV) = 5.909
- relative energy (zero: lowest compared OMol25 entry of this formula, charge and spin) (eV) = 0.873

Geometry as XYZ:
```
107
C47H44Br3IN10OSr ωB97M-V/def2-TZVPD
H -0.62 3.99 3.72
C 1.96 3.78 -0.52
H -0.09 5.93 1.84
C 2.71 -1.98 1.10
H 0.40 -1.50 3.57
C 1.36 -1.56 3.08
C -2.92 -3.70 1.89
C 0.09 4.07 0.78
Sr -0.43 0.92 0.46
H -3.62 3.10 -5.26
H -3.05 -5.05 0.23
H 4.43 -0.02 -4.29
C 0.52 5.33 1.17
C -2.03 -2.23 -2.95
C -2.40 -5.95 3.42
C -2.39 0.03 -3.23
H 4.69 1.78 3.11
H -0.84 2.35 4.29
H 2.98 -2.81 -2.12
C -2.28 1.35 -2.64
C 3.23 3.08 4.02
C 2.51 -1.40 3.81
N -1.31 2.58 2.29
H 3.46 -3.56 -5.01
H 2.99 0.64 1.72
N -1.99 -1.02 -2.45
C 1.88 3.39 4.08
H 2.35 -2.25 -4.58
C -2.70 -3.57 3.25
C -1.26 3.56 1.22
H 2.08 6.79 1.00
H 4.20 -3.98 -2.61
H -2.19 -6.82 4.03
C -3.28 2.24 -4.71
H -3.60 -0.68 -0.45
C 1.39 -1.79 1.66
H -6.02 2.85 -0.57
C -2.44 -4.70 4.02
N 3.00 -0.16 -2.82
C -3.56 1.90 1.53
C 1.73 5.81 0.70
C 4.02 -2.92 -2.42
C -2.92 -1.47 -5.04
H 5.35 -2.29 -3.98
C 4.96 -1.15 3.95
H -4.74 3.68 1.41
H 5.04 -0.33 -2.65
H -2.50 -3.51 -4.63
Br -2.69 4.14 -2.66
C -5.25 2.24 -0.11
H 2.44 -1.19 4.87
C 4.31 -2.10 -3.67
C -2.71 2.37 2.69
C 3.85 -1.80 1.85
C -3.34 0.99 -5.26
Br -2.12 -4.61 5.88
H -2.19 -4.24 -2.20
H 1.51 4.17 4.74
H -3.29 -1.65 -6.04
C -4.54 2.70 0.99
C -2.76 2.40 -3.42
H 4.82 -1.94 1.39
H 3.94 3.62 4.64
C -2.49 -2.49 -4.26
H -1.55 -3.06 -1.03
H 4.65 -2.62 -1.58
H 2.79 -2.30 0.07
C -1.56 -3.36 -2.07
N 1.94 0.13 -3.60
C 3.39 -2.49 -4.82
N 0.96 0.41 -2.82
H 2.50 3.13 -1.20
C -2.62 -6.08 2.06
C -2.88 -4.95 1.29
H -3.13 3.28 3.13
C 3.65 2.08 3.16
N -3.23 0.70 1.02
H -2.72 1.59 3.46
H 3.41 5.36 -0.58
H -1.79 3.17 0.34
N 1.35 0.28 -1.52
C -0.49 2.94 3.44
H -3.12 -2.82 1.29
N 0.81 3.31 -0.06
C 4.27 -0.60 -3.38
H 3.64 -1.95 -5.73
H -0.73 -1.89 1.37
C 1.00 2.66 3.30
N 5.91 -0.84 4.52
H -1.84 4.45 1.52
Br -4.04 0.81 -7.02
C 2.46 5.02 -0.17
C 3.78 -1.47 3.21
H 0.30 -2.10 -0.17
N 1.40 1.72 2.45
H -5.46 0.59 -1.49
C -4.94 0.99 -0.62
H 3.23 -0.28 -0.69
C 0.24 -1.81 0.88
I -2.78 -1.66 4.08
C 2.71 1.43 2.39
H -0.54 -3.65 -2.34
C 2.61 -0.07 -1.55
O -1.79 1.51 -1.47
C -3.92 0.27 -0.03
C -2.90 -0.14 -4.54
H -2.58 -7.06 1.61
```

Results of the Löwdin charge analysis, in e, for atoms 1 through 99: 0.1318 -0.1126 0.1177 -0.0978 0.0627 -0.0710 -0.1621 -0.2816 1.3703 0.0911 0.0978 0.1282 -0.0118 -0.3271 -0.1344 -0.1485 0.1083 0.1371 0.0709 -0.4730 -0.0417 -0.0668 -0.2421 0.0801 0.0945 0.1652 -0.0196 0.0683 -0.7389 -0.1828 0.1123 0.0857 0.0988 -0.1871 0.1028 -0.3552 0.1144 -0.7418 -0.0967 -0.3001 -0.0444 -0.0704 -0.0350 0.1366 -0.2395 0.1164 0.1300 0.1101 0.7379 -0.0403 0.1169 -0.4092 -0.1320 -0.0810 -0.6384 0.7132 0.0734 0.1160 0.0743 -0.0168 -0.5933 0.1110 0.1128 -0.0221 0.0469 0.0782 0.0706 -0.0342 0.0798 -0.0746 0.0255 0.1074 -0.0757 -0.0769 0.1327 -0.0378 0.0664 0.0951 0.1080 0.0813 -0.0135 -0.1191 0.0828 0.0626 -0.1062 0.0812 0.0092 -0.2692 0.1134 0.1394 0.7346 -0.0433 -0.2972 0.0204 0.0787 0.1168 -0.0368 0.1184 -0.1559

No. 4
# C47H44Br3IN10OSr

A structure of composition C47H44Br3IN10OSr (ωB97M-V/def2-TZVPD, the OMol25 dataset).

Computed properties:
- total energy (Eh) = -10490.78663
- max |F| (Eh/bohr) = 0.00786
- HOMO-LUMO gap (eV) = 6.255
- relative energy (zero: lowest compared OMol25 entry of this formula, charge and spin) (eV) = 0.000

Geometry as XYZ:
```
107
C47H44Br3IN10OSr ωB97M-V/def2-TZVPD
C -2.92 -3.91 1.38
H -2.13 4.46 1.77
H 2.33 3.05 -0.84
H 4.92 -1.41 -2.82
H -2.11 3.34 0.38
C -1.48 -3.88 3.75
C -2.65 2.66 -3.18
C 3.55 2.00 2.99
H -1.69 -5.58 0.84
C 0.42 -2.06 0.86
C 0.89 2.58 3.15
H -1.70 -3.08 -4.78
C -1.96 0.35 -3.16
H -0.77 3.82 3.70
C 2.23 -1.34 4.04
C -1.92 -4.84 1.59
N -1.42 2.51 2.16
O -1.65 1.73 -1.26
C 1.45 -1.97 1.80
H 2.45 -1.99 -5.61
H -0.55 6.19 1.52
H 3.87 3.63 4.35
C 3.20 -3.52 -2.57
C 0.12 5.52 0.99
N 3.08 -0.45 -2.83
H 1.92 -3.57 -5.02
C -2.92 1.36 -5.17
C -2.45 -2.92 3.52
H 4.59 1.70 2.91
H -3.11 -1.23 -0.44
C -4.64 1.97 0.88
C 1.34 5.98 0.50
H -0.42 -5.56 2.95
H 1.42 -2.10 -4.18
H 0.09 -3.13 -2.14
H -2.62 1.28 3.33
C -2.75 2.05 2.57
H -0.60 -2.16 1.22
N 1.52 0.97 -2.74
C -1.56 3.67 1.26
H 3.06 -0.97 -0.74
H -1.39 -3.99 -2.56
C -1.20 -4.83 2.77
C -3.18 -2.94 2.34
H 1.64 7.01 0.65
C -4.73 0.17 -0.67
H -3.95 -2.20 2.17
Br -2.88 4.32 -2.29
Sr -0.32 0.64 0.30
H -6.15 1.78 -0.64
H 2.01 -1.01 5.04
H 4.37 -0.79 -4.38
H -3.35 2.86 3.00
C -2.05 1.62 -2.46
H 4.28 -3.19 -4.39
H 0.64 -2.56 -0.08
C -2.24 -1.05 -5.10
C 1.22 -1.55 3.15
I -2.87 -1.39 4.87
H 0.19 -1.38 3.47
C -3.58 -0.32 -0.07
C 2.25 -2.58 -4.71
C 2.58 1.29 2.30
H 3.04 -2.69 0.52
C -1.00 -3.05 -2.16
H 1.45 4.16 4.49
H 2.88 -4.52 -2.84
H -5.02 2.90 1.29
C 3.84 -2.02 2.38
H 2.86 0.44 1.68
N 2.34 0.42 -3.55
C 2.82 -2.24 1.48
H -1.34 -2.94 -1.13
C -5.26 1.35 -0.19
H -2.53 -1.19 -6.13
C 4.64 -1.22 4.55
C 3.15 3.05 3.79
C 1.80 3.35 3.87
C 3.58 -1.54 3.66
H -0.91 2.13 4.13
H -5.17 -0.35 -1.51
H 4.86 -2.24 2.09
H 4.09 -3.61 -1.94
C 1.72 3.78 -0.32
N -1.49 -0.70 -2.44
Br -3.50 1.24 -6.97
C -0.59 2.80 3.33
C -3.07 2.54 -4.51
C -2.38 0.23 -4.51
H 2.40 -3.07 -1.97
N 0.56 3.34 0.15
H -3.50 3.40 -5.00
C 3.49 -2.69 -3.82
Br -0.51 -3.97 5.37
C -3.50 1.41 1.42
N 1.69 0.48 -1.49
N 1.28 1.57 2.37
H 3.12 5.39 -0.57
N -2.97 0.27 0.95
C 2.16 5.09 -0.17
C -0.23 4.20 0.79
C -1.78 -2.09 -4.36
N 5.51 -0.92 5.25
C 4.06 -1.32 -3.48
C -1.43 -1.89 -3.00
H -3.50 -3.92 0.46
C 2.66 -0.39 -1.57
```

Results of the Löwdin charge analysis, in e, for atoms 1 through 99: -0.0979 0.1329 0.0948 0.1308 0.0678 -0.7477 -0.5890 -0.0402 0.1090 -0.1544 -0.2665 0.1106 -0.1456 0.1333 -0.0651 -0.0815 -0.1826 -0.3258 -0.3606 0.0837 0.1142 0.1116 -0.0692 -0.0131 -0.0920 0.0836 -0.6371 -0.7562 0.1115 0.0974 -0.0087 -0.0525 0.1040 0.0614 0.0554 0.0543 -0.1444 0.0226 0.0116 -0.1419 0.1124 0.0830 -0.1261 -0.1764 0.1086 -0.0375 0.0803 0.7702 1.3429 0.1149 0.1198 0.1281 0.1323 -0.4487 0.1372 0.0086 -0.0286 -0.0964 0.9319 0.0789 -0.1499 -0.0671 -0.1334 0.0829 -0.0261 0.1146 0.0863 0.1181 -0.0658 0.0976 0.0765 -0.0945 0.0504 -0.0375 0.0752 -0.2332 -0.0437 -0.0149 -0.2849 0.1315 0.1146 0.1131 0.0829 -0.1212 0.1560 0.7415 -0.1188 -0.1835 -0.1922 0.0479 0.0824 0.0923 -0.4031 0.7386 -0.2813 -0.0373 0.0575 0.1049 0.0550